54
Properties=species:S:1:pos:R:3 method="wB97M-V/def2-TZVPD" e_tot_ev=-207212.54398 charge=+2 e_homo_ev="-14.345 / -14.343" molar_mass_g_mol=653.99 homo_lumo_gap_ev="6.754 / 6.711"
V -0.419 -0.328 0.048
O 4.936 2.261 0.596
C 3.828 1.589 0.418
C 3.716 0.187 0.502
C 2.498 -0.413 0.277
N 1.384 0.280 -0.009
C 1.491 1.614 -0.053
Br -0.174 2.485 -0.349
C 2.654 2.315 0.124
H 5.717 1.729 0.824
H 4.576 -0.427 0.724
H 2.387 -1.492 0.330
H 2.692 3.389 0.033
Br -8.783 1.057 1.286
C -6.964 0.579 1.289
C -6.279 0.424 2.502
C -4.950 0.076 2.492
C -4.266 -0.073 1.269
C -4.972 0.060 0.054
C -6.307 0.374 0.068
C -2.856 -0.316 1.226
O -2.210 -0.703 2.303
O -2.170 -0.200 0.176
H -6.796 0.577 3.439
H -4.409 -0.048 3.418
H -4.447 -0.106 -0.878
H -6.861 0.473 -0.852
N -0.263 -1.667 -0.885
C -0.725 -2.691 -1.499
C -0.603 -3.977 -0.801
C 0.663 -4.412 -0.396
C 0.792 -5.617 0.268
C -0.342 -6.342 0.613
C -1.602 -5.889 0.245
C -1.741 -4.721 -0.480
C -1.360 -2.553 -2.792
C -1.663 -1.264 -3.278
C -2.236 -1.110 -4.520
C -2.512 -2.230 -5.304
C -2.206 -3.503 -4.838
C -1.641 -3.677 -3.590
H 1.535 -3.835 -0.677
H 1.769 -5.991 0.535
H -0.244 -7.266 1.161
H -2.476 -6.455 0.524
H -2.718 -4.368 -0.773
H -1.445 -0.393 -2.659
H -2.467 -0.121 -4.887
H -2.960 -2.106 -6.279
H -2.414 -4.361 -5.460
H -1.394 -4.667 -3.238
F -0.202 0.540 2.198
B -0.790 -0.699 2.161
F -0.068 -1.675 2.694